# 1
# C3H9NO2

2 unconnected molecules or ions with the total composition C3H9NO2 (ωB97M-V with the def2-TZVPD basis set, the OMol25 dataset).

The geometry in XYZ format:
```
15
Properties=species:S:1:pos:R:3:nbo_charge:R:1
C 2.0655 -0.4768 1.1038 -0.729
C 1.6901 0.2759 -0.1652 0.457
O 1.3015 1.4181 -0.1480 -0.576
H 1.6626 0.1636 1.9097 0.241
H 3.1414 -0.7021 1.1730 0.243
H 1.6006 -1.4475 0.9193 0.227
H 1.8168 -0.1935 -1.1917 0.131
N -0.8067 0.1604 -1.0391 -0.927
C -1.3808 -0.8845 -0.2446 0.087
O -2.5253 -0.3458 0.4830 -0.731
H -1.4170 0.4371 -1.8092 0.363
H -0.4985 1.1271 -0.9274 0.424
H -1.8190 -1.7130 -0.8172 0.180
H -0.6476 -1.4356 0.3650 0.150
H -2.1835 0.5061 0.7740 0.461
```

Properties
orbital gap: 10.42 eV
HOMO energy: -0.3468 hartree
SMILES: CC=O.NCO
net charge: 0
LUMO energy: 0.98 eV
2S+1: 1

---

# 2
# C11H12F8NOS

A gas-phase ion, C11H12F8NOS (charge +1) (ωB97M-V with the def2-TZVPD basis set, the OMol25 dataset).

The geometry in XYZ format:
```
34
Properties=species:S:1:pos:R:3:nbo_charge:R:1
O -3.2511 0.1693 -0.4088 -0.729
C -2.9433 -0.9729 -1.2169 -0.064
C -1.6307 -0.7726 -1.9696 -0.444
C -0.5077 -0.4293 -0.9890 -0.073
N -0.3825 1.0009 -0.7005 -0.466
C 0.7219 1.5659 -1.0729 0.131
C 0.9846 3.0528 -0.8335 0.572
F 0.4281 3.7521 -1.8227 -0.273
F 2.3031 3.2556 -0.8544 -0.277
C 0.4487 3.5474 0.5458 0.925
F 1.0698 4.6475 0.9160 -0.263
F 0.6321 2.5876 1.4655 -0.307
F -0.8677 3.7699 0.4367 -0.301
S 1.8247 0.5473 -1.8475 0.472
C 0.9177 -0.9662 -1.1852 -0.260
C 1.6256 -1.3047 0.1325 -0.432
C 0.8784 -2.3658 0.9753 -0.481
C 0.6832 -1.9434 2.4011 0.197
F -0.5703 -2.1125 2.8846 -0.310
C 1.5715 -1.3506 3.2006 0.689
F 1.3050 -0.3013 3.9477 -0.281
F 2.8223 -1.7189 3.3341 -0.277
H -3.0034 -0.0095 0.5036 0.475
H -3.7628 -1.1209 -1.9177 0.212
H -2.8782 -1.8469 -0.5611 0.175
H -1.7556 0.0111 -2.7194 0.235
H -1.3814 -1.7231 -2.4479 0.239
H -0.8506 -0.8546 -0.0384 0.228
H -1.1395 1.5153 -0.2561 0.468
H 1.0336 -1.6747 -2.0025 0.263
H 2.6166 -1.6936 -0.1037 0.248
H 1.7511 -0.3742 0.6890 0.220
H 1.4283 -3.3095 0.9224 0.258
H -0.1215 -2.5773 0.5930 0.232
```

Properties
orbital gap: 7.22 eV
HOMO energy: -0.4448 hartree
net charge: +1
LUMO energy: -4.89 eV
2S+1: 1

---

# 3
# C5H10O2

2 unconnected molecules or ions with the total composition C5H10O2 (ωB97M-V with the def2-TZVPD basis set, the OMol25 dataset).

The geometry in XYZ format:
```
17
Properties=species:S:1:pos:R:3:nbo_charge:R:1
C -0.4490 0.8518 -2.1628 -0.875
C -0.5727 0.6542 1.2589 -0.015
O -1.3839 -0.2353 0.7125 -0.349
C -0.8178 -1.3688 0.3906 0.059
C 0.5899 -1.3560 0.8828 -0.519
C 0.8369 0.1434 1.2348 0.021
O 1.7119 0.8159 0.3360 -0.713
H -1.4678 0.9786 -2.5337 0.227
H 0.2339 0.7401 -3.0077 0.217
H -0.1801 1.7354 -1.5764 0.212
H -0.9578 1.6589 1.3477 0.192
H -0.4237 -0.0518 -1.5455 0.209
H -1.4658 -2.1672 0.0641 0.193
H 0.6875 -1.9697 1.7912 0.231
H 1.3305 -1.7123 0.1568 0.242
H 1.3441 0.2436 2.1967 0.197
H 1.2910 0.8397 -0.5327 0.470
```

Properties
orbital gap (spin up / spin down): 8.22 / 7.97 eV
HOMO energy (spin up / spin down): -0.2720 / -0.2664 hartree
net charge: 0
LUMO energy (spin up / spin down): 0.82 / 0.72 eV
2S+1: 1

---

# 4
# C2H6OSn

A molecular structure, C2H6OSn (ωB97M-V with the def2-TZVPD basis set, the OMol25 dataset).

The geometry in XYZ format:
```
10
Properties=species:S:1:pos:R:3:nbo_charge:R:1
Sn 2.1523 -3.4828 -2.8858 1.753
C -1.1390 0.0071 0.0680 -0.630
C 0.0872 0.8242 0.4266 -0.086
O 1.1873 -0.0541 0.4645 -0.636
H -2.0300 0.6350 0.0688 0.254
H -1.2707 -0.8851 0.6802 0.229
H -1.0705 -0.3746 -0.9507 0.191
H -0.0274 1.2963 1.4023 0.220
H 0.2573 1.6457 -0.2693 0.211
H 1.8535 0.3884 0.9954 0.494
```

Properties
orbital gap: 2.97 eV
HOMO energy: -0.6072 hartree
net charge: +2
LUMO energy: -13.56 eV
2S+1: 1

---

# 5
# C2H5NS

2 unconnected molecules or ions with the total composition C2H5NS (ωB97M-V with the def2-TZVPD basis set, the OMol25 dataset).

The geometry in XYZ format:
```
9
Properties=species:S:1:pos:R:3:nbo_charge:R:1
C 0.8513 -1.3504 1.7624 -0.225
C 0.8359 -0.3357 1.1665 -0.247
H 0.9870 -2.4319 2.0351 0.247
H 0.7727 0.6792 1.0778 0.224
N -0.3908 -0.1498 -2.9844 -0.909
S -1.3577 0.9400 -1.8098 0.045
H 0.5560 0.2471 -3.1196 0.355
H -0.7548 0.0899 -3.9424 0.358
H -1.2888 -0.0386 -0.6789 0.152
```

Properties
orbital gap: 9.80 eV
HOMO energy: -0.3408 hartree
SMILES: C#C.NS
net charge: 0
LUMO energy: 0.53 eV
2S+1: 1

---

# 6
# C2H7N3O

A single C2H7N3O molecule (ωB97M-V with the def2-TZVPD basis set, the OMol25 dataset).

The geometry in XYZ format:
```
13
Properties=species:S:1:pos:R:3:nbo_charge:R:1
H 1.4171 1.8120 -0.2042 0.340
N 0.4284 1.9016 0.0685 -0.745
C -0.0432 0.7617 -0.2705 0.687
N -1.4867 0.5299 -0.3708 -0.485
N -2.0038 -0.7322 0.0531 -0.649
O 0.5656 -0.3884 -0.6518 -0.531
C 1.8557 -0.7800 0.0894 -0.299
H -1.9374 1.3230 0.1132 0.361
H -2.3890 -0.6609 0.9993 0.333
H -2.8285 -1.0171 -0.4888 0.352
H 1.8747 -1.8664 -0.3793 0.227
H 2.8068 -0.0630 -0.2325 0.198
H 1.7403 -0.8202 1.2745 0.210
```

Properties
orbital gap: 10.33 eV
HOMO energy: -0.3464 hartree
SMILES: [H]/N=C(/NN)OC
net charge: 0
LUMO energy: 0.90 eV
2S+1: 1